i) # C2H5N3S2

A 2-piece molecular cluster, C2H5N3S2 overall (the ωB97M-V functional and the def2-TZVPD basis, OMol25).

```
! wB97M-V def2-TZVPD RIJCOSX def2/J DEFGRID3
* xyz 0 1
C -1.089 1.220 -0.333
C -1.219 -0.094 -0.334
N -0.085 1.662 -1.172
N 0.627 0.716 -1.699
N 1.782 -1.601 0.073
S -0.081 -0.767 -1.592
S 2.250 0.011 -0.018
H -1.530 1.840 0.422
H -1.803 -0.732 0.235
H 0.410 2.474 -1.021
H 2.168 -2.317 -0.497
H 0.951 -1.773 0.722
*
```

ii) # C2H5N3S2

One molecule with the formula C2H5N3S2 (the ωB97M-V functional and the def2-TZVPD basis, OMol25).

Values from the calculation:
**Structure (SMILES)**: N/N=C\NSC=S

```
! wB97M-V def2-TZVPD RIJCOSX def2/J DEFGRID3
* xyz 0 1
N 0.159 -1.088 -1.440
N 1.556 -0.771 -1.028
C 1.714 -0.089 0.000
N 0.774 0.383 1.209
S -0.750 -0.343 1.495
C -2.156 0.704 0.829
S -1.852 1.613 -0.614
H -0.454 -0.225 -1.688
H 0.081 -1.732 -2.420
H 2.854 0.371 0.379
H 1.032 1.015 2.028
H -2.957 0.162 1.249
*
```

Referenced to the most stable arrangement, the calculated values in kJ/mol are i) 0.0; ii) 109.2.

i) # C2H5N3S2

One molecule with the formula C2H5N3S2 (the ωB97M-V functional and the def2-TZVPD basis, OMol25).

Values from the calculation:
**Structure (SMILES)**: NC(=S)N/C=N/S

```
! wB97M-V def2-TZVPD RIJCOSX def2/J DEFGRID3
* xyz 0 1
N 1.563 1.579 0.038
C 1.642 0.224 0.045
S 3.060 -0.612 -0.111
N 0.441 -0.432 0.171
C -0.827 0.097 -0.017
N -1.844 -0.625 0.210
S -3.366 0.082 -0.132
H 2.458 2.064 0.020
H 0.817 2.010 0.564
H 0.531 -1.423 0.246
H -0.826 1.160 -0.395
H -4.081 -0.892 0.354
*
```

ii) # C2H5N3S2

C2H5N3S2 as an isolated structure (the ωB97M-V functional and the def2-TZVPD basis, OMol25).

```
! wB97M-V def2-TZVPD RIJCOSX def2/J DEFGRID3
* xyz 0 1
C 0.010 -0.075 -0.276
C 1.411 0.132 -0.232
H -2.238 -0.678 0.011
H -2.665 1.364 -0.795
H -0.854 -1.246 1.461
H -0.199 -2.169 -0.126
H 3.306 1.523 -0.222
N -1.985 0.727 0.107
N -0.674 1.017 -0.112
N -0.611 -1.253 0.097
S 2.052 1.809 0.119
S 2.446 -1.152 -0.031
*
```

iii) # C2H5N3S2

One molecule with the formula C2H5N3S2 (the ωB97M-V functional and the def2-TZVPD basis, OMol25).

```
! wB97M-V def2-TZVPD RIJCOSX def2/J DEFGRID3
* xyz 0 1
C 1.001 -0.878 -0.212
C -0.400 -0.621 -0.822
N -0.945 0.619 -0.293
N 1.663 0.113 0.170
N -1.612 0.583 0.917
S 2.995 0.431 0.946
S 0.029 1.975 -0.606
H 1.621 -1.747 -0.569
H -0.394 -0.624 -1.866
H -1.087 -1.544 -0.507
H -1.932 1.487 1.159
H -0.938 0.205 1.684
*
```

Referenced to the most stable arrangement, the calculated values in kJ/mol are i) 0.0; ii) 556.5; iii) 397.1.

i) # C8H6N2O

One molecule with the formula C8H6N2O (the ωB97M-V functional and the def2-TZVPD basis, OMol25).

Values from the calculation:
**Structure (SMILES)**: O=c1ccc2c[nH]ccc-2n1

```
! wB97M-V def2-TZVPD RIJCOSX def2/J DEFGRID3
* xyz 0 1
O -3.005 -1.951 1.305
C -2.068 -1.392 0.749
C -1.951 -1.409 -0.734
C -0.915 -0.846 -1.390
C 0.029 -0.055 -0.601
C 1.037 0.718 -1.176
N 1.876 1.423 -0.399
C 1.798 1.349 0.972
C 0.865 0.586 1.594
C -0.115 -0.109 0.820
N -1.070 -0.730 1.480
H -2.720 -2.014 -1.247
H -0.781 -0.918 -2.489
H 1.119 0.795 -2.243
H 2.591 2.013 -0.775
H 2.490 2.002 1.456
H 0.819 0.539 2.679
*
```

ii) # C8H6N2O

One molecule with the formula C8H6N2O (the ωB97M-V functional and the def2-TZVPD basis, OMol25).

Values from the calculation:
**Structure (SMILES)**: c1ccc(-c2ncco2)nc1

```
! wB97M-V def2-TZVPD RIJCOSX def2/J DEFGRID3
* xyz 0 1
C -3.144 -0.062 0.001
C -2.585 1.210 -0.183
C -1.147 1.146 -0.313
C -0.448 -0.025 -0.057
C 1.033 -0.082 -0.098
N 1.814 -0.418 -1.082
C 3.044 -0.234 -0.612
C 3.035 0.260 0.645
O 1.720 0.347 0.990
N -1.101 -1.195 0.170
C -2.457 -1.195 0.315
H -4.401 0.069 0.086
H -3.132 2.115 -0.257
H -0.363 2.046 -0.335
H 4.007 -0.302 -1.163
H 3.815 0.610 1.586
H -2.681 -2.132 0.362
*
```

Referenced to the most stable arrangement, the calculated values in kJ/mol are i) 0.0; ii) 256.1.

i) # CHClO2S

A 2-piece molecular cluster, CHClO2S overall (the ωB97M-V functional and the def2-TZVPD basis, OMol25).

```
! wB97M-V def2-TZVPD RIJCOSX def2/J DEFGRID3
* xyz 0 1
C 0.384 0.969 2.241
O 0.168 0.291 3.119
O -0.054 -0.073 -2.357
S -0.929 0.013 -0.990
Cl -0.384 -1.564 0.106
H 0.815 0.364 -2.118
*
```

ii) # CHClO2S

A 2-piece molecular cluster, CHClO2S overall (the ωB97M-V functional and the def2-TZVPD basis, OMol25).

```
! wB97M-V def2-TZVPD RIJCOSX def2/J DEFGRID3
* xyz 0 1
C -1.556 0.240 -0.698
O -1.438 -0.273 0.318
O 0.801 2.257 0.143
S 2.304 1.582 0.132
Cl 2.021 -0.404 -0.133
H 0.581 2.767 -0.542
*
```

Referenced to the most stable arrangement, the calculated values in kJ/mol are i) 0.0; ii) 29.1.

i) # C2H3BrO

C2H3BrO as an isolated structure (the ωB97M-V functional and the def2-TZVPD basis, OMol25).

Values from the calculation:
**⟨S²⟩**: 2.009

```
! wB97M-V def2-TZVPD RIJCOSX def2/J DEFGRID3
* xyz 0 3
C -0.211 0.131 -0.358
C 0.141 0.007 0.886
O -0.640 0.904 2.302
Br -2.054 1.790 1.754
H 0.441 -0.466 -0.980
H -0.850 0.982 -0.592
H 0.474 -0.682 1.554
*
```

ii) # C2H3BrO

A 2-piece molecular cluster, C2H3BrO overall (the ωB97M-V functional and the def2-TZVPD basis, OMol25).

Values from the calculation:
**⟨S²⟩**: 2.007

```
! wB97M-V def2-TZVPD RIJCOSX def2/J DEFGRID3
* xyz 0 3
C 0.670 -0.724 1.062
C -0.247 0.349 -0.953
O 1.536 -1.510 1.165
Br -1.625 1.386 -0.102
H -0.223 -0.332 1.625
H 0.426 1.122 -1.148
H -0.537 -0.291 -1.648
*
```

Referenced to the most stable arrangement, the calculated values in kJ/mol are i) 186.7; ii) 0.0.